Entry 1:
The following is a DFT calculation (wB97M-V/def2-TZVPD) of an isolated ion of composition C26H27N4O5 and charge -1 at a distorted geometry.

## Properties
* SMILES string: CCOC(=O)[C@@](C#N)(c1ccccc1)[C@H](c1ccc(N(C)C)cc1)c1c([O-])n(C)c(=O)n(C)c1=O
* E_HOMO: -4.03 eV
* Kohn-Sham gap: 0.248 Ha
* total charge: -1

The geometry in XYZ format:
```
62
Properties=species:S:1:pos:R:3:lowdin_charge:R:1
C 5.187 -1.453 1.286 -0.07
C 3.934 -1.879 1.961 -0.21
O 2.957 -1.847 0.899 0.02
C 1.731 -2.032 1.377 -0.40
O 1.565 -2.368 2.542 0.07
C 0.596 -1.682 0.398 -0.20
C 1.004 -2.085 -0.939 -0.18
N 1.124 -2.691 -1.948 0.20
C -0.666 -2.618 0.748 -0.09
C -0.958 -3.041 2.053 -0.03
C -2.002 -3.926 2.335 -0.09
C -2.819 -4.412 1.310 -0.11
C -2.564 -4.004 0.005 -0.08
C -1.495 -3.129 -0.267 -0.03
C 0.438 -0.171 0.466 -0.17
C -0.994 0.140 0.057 -0.23
C -1.343 0.134 -1.298 -0.02
C -2.638 0.477 -1.636 -0.01
C -3.525 0.885 -0.599 -0.22
N -4.653 1.595 -0.890 -0.21
C -5.012 1.968 -2.235 -0.08
C -5.448 2.270 0.107 -0.07
C -3.213 0.631 0.759 -0.02
C -1.913 0.327 1.079 -0.03
C 1.401 0.786 -0.235 -0.04
C 1.106 2.218 -0.078 -0.37
O 0.141 2.647 0.554 0.03
N 1.952 3.185 -0.722 0.01
C 1.645 4.597 -0.736 -0.05
C 3.276 2.915 -1.040 -0.45
O 4.063 3.797 -1.394 0.02
N 3.620 1.569 -0.923 0.01
C 4.908 1.230 -1.473 -0.05
C 2.637 0.528 -0.899 -0.39
O 2.959 -0.523 -1.481 -0.01
H 6.047 -1.789 1.865 0.07
H 5.251 -1.857 0.272 0.09
H 5.233 -0.363 1.220 0.08
H 4.007 -2.888 2.375 0.13
H 3.622 -1.186 2.744 0.13
H -0.317 -2.722 2.866 0.10
H -2.175 -4.221 3.366 0.09
H -3.655 -5.080 1.533 0.09
H -3.196 -4.359 -0.806 0.10
H -1.315 -2.885 -1.315 0.10
H 0.508 0.142 1.518 0.15
H -0.577 -0.127 -2.047 0.13
H -2.948 0.462 -2.680 0.09
H -4.727 1.188 -2.942 0.07
H -6.094 2.108 -2.265 0.08
H -4.523 2.905 -2.529 0.09
H -5.062 2.121 1.112 0.06
H -5.467 3.352 -0.089 0.09
H -6.483 1.896 0.064 0.09
H -3.945 0.716 1.553 0.09
H -1.583 0.233 2.112 0.13
H 0.580 4.745 -0.884 0.08
H 1.964 5.091 0.189 0.09
H 2.207 5.049 -1.557 0.08
H 5.575 2.084 -1.344 0.08
H 5.265 0.350 -0.938 0.06
H 4.805 0.994 -2.537 0.10
```

***

Entry 2:
The following is a DFT calculation (wB97M-V/def2-TZVPD) of a 3-piece molecular cluster, C26H27N5O12P2 overall at a distorted geometry.

## Properties
* SMILES string: N#C[C@](C[C@@H](O)CN)(OC(=O)c1ccccc1)[C@@](C#N)(P(O)O)P(=O)(O)O.O=[N+]([O-])c1ccccc1.O=[N+]([O-])c1ccccc1
* E_HOMO: -9.11 eV
* Kohn-Sham gap: 0.297 Ha

The geometry in XYZ format:
```
72
Properties=species:S:1:pos:R:3:lowdin_charge:R:1
N -1.805 -1.878 3.169 0.24
C -1.216 -2.315 2.287 -0.15
C -0.541 -2.927 1.120 -0.37
C -1.612 -3.792 0.445 -0.07
C -2.974 -3.119 0.136 -0.34
O -3.300 -3.336 -1.232 -0.04
C -4.096 -3.685 1.063 -0.22
N -5.419 -3.747 0.470 0.01
O 0.487 -3.733 1.713 -0.01
C 0.706 -5.013 1.231 -0.43
O 0.214 -5.941 1.786 0.20
C 1.654 -5.177 0.095 -0.16
C 1.230 -5.505 -1.184 -0.04
C 2.154 -5.655 -2.203 -0.07
C 3.503 -5.477 -1.945 -0.08
C 3.936 -5.172 -0.664 -0.07
C 3.011 -5.022 0.352 -0.06
C 0.117 -1.734 0.241 -0.34
C -0.129 -0.436 0.854 -0.29
N -0.326 0.588 1.334 0.24
P 2.079 -1.908 0.253 0.96
O 2.373 -2.420 -1.261 -0.28
O 2.417 -0.320 0.118 -0.26
P -0.505 -1.500 -1.490 0.45
O -1.809 -0.843 -1.542 -0.21
O -0.379 -2.905 -2.207 -0.10
O 0.619 -0.631 -2.221 -0.14
H -1.239 -4.294 -0.445 0.10
H -1.811 -4.579 1.175 0.12
H -2.929 -2.039 0.260 0.13
H -3.197 -4.272 -1.427 0.10
H -4.149 -3.028 1.932 0.11
H -3.833 -4.692 1.387 0.11
H -5.625 -2.913 -0.062 0.07
H -5.515 -4.548 -0.134 0.06
H 0.179 -5.644 -1.395 0.11
H 1.799 -5.898 -3.194 0.11
H 4.212 -5.579 -2.755 0.11
H 4.992 -5.041 -0.479 0.11
H 3.359 -4.788 1.350 0.12
H 2.505 -1.666 -1.855 0.07
H 3.227 -0.135 0.605 0.07
H 0.341 -2.918 -2.850 0.10
H 0.407 0.323 -2.156 0.06
O -0.370 8.136 4.078 0.07
N 0.481 7.676 3.345 -0.36
O 1.418 8.306 2.896 0.07
C 0.367 6.257 2.968 -0.15
C -0.709 5.524 3.435 0.00
C -0.820 4.194 3.059 -0.05
C 0.135 3.614 2.233 -0.08
C 1.211 4.373 1.786 -0.07
C 1.335 5.704 2.151 -0.01
H -1.446 5.983 4.077 0.12
H -1.659 3.607 3.409 0.11
H 0.035 2.577 1.926 0.04
H 1.957 3.924 1.142 0.11
H 2.166 6.301 1.805 0.12
O 1.850 2.407 -2.713 0.10
N 0.943 2.749 -1.984 -0.32
O 0.391 2.008 -1.182 0.04
C 0.476 4.137 -2.041 -0.14
C 1.058 5.004 -2.948 0.00
C 0.604 6.310 -2.998 -0.06
C -0.413 6.728 -2.147 -0.06
C -0.978 5.841 -1.240 -0.05
C -0.535 4.531 -1.182 0.00
H 1.850 4.667 -3.602 0.12
H 1.042 7.004 -3.702 0.11
H -0.766 7.749 -2.192 0.11
H -1.766 6.170 -0.576 0.11
H -0.965 3.831 -0.481 0.12
```

***

Entry 3:
The following is a DFT calculation (wB97M-V/def2-TZVPD) of C26H27N6O4S2Ta as an isolated structure.

## Properties
* E_HOMO: -13.57 eV
* Kohn-Sham gap: 0.246 Ha
* total charge: +2

The geometry in XYZ format:
```
66
Properties=species:S:1:pos:R:3:lowdin_charge:R:1
Ta -0.066 -0.382 0.285 1.73
C -5.133 -0.233 3.262 -0.35
S -3.468 -0.700 3.770 0.93
C -2.617 -0.593 2.289 -1.06
S -0.984 -1.237 2.347 0.68
N -3.167 -0.158 1.200 -0.04
N -2.331 -0.231 0.126 -0.15
C -2.869 -0.131 -1.031 -0.01
C -2.000 -0.220 -2.190 -0.24
C -2.470 -0.207 -3.490 0.04
C -1.562 -0.355 -4.532 0.00
C -0.221 -0.522 -4.237 0.01
C 0.176 -0.531 -2.909 -0.07
N -0.690 -0.369 -1.910 -0.03
H -5.760 -0.409 4.134 0.05
H -5.460 -0.863 2.440 0.05
H -5.173 0.815 2.983 0.05
H -3.942 -0.007 -1.126 0.16
H -3.529 -0.099 -3.680 0.13
H -1.904 -0.351 -5.558 0.13
H 0.516 -0.655 -5.015 0.13
H 1.215 -0.680 -2.639 0.12
C 0.214 2.441 3.670 -0.03
O 1.162 3.178 2.882 -0.08
C 2.256 2.516 2.414 -0.23
C 3.510 3.065 2.608 0.06
C 4.663 2.468 2.088 -0.03
C 4.572 1.311 1.355 0.00
C 3.307 0.745 1.113 -0.13
C 3.174 -0.443 0.352 0.01
N 2.045 -1.004 -0.012 -0.10
N 2.251 -2.247 -0.596 0.10
C 1.128 -2.871 -0.695 -0.38
O 0.024 -2.221 -0.324 -0.26
C 0.999 -4.235 -1.194 -0.16
C -0.262 -4.812 -1.340 -0.02
C -0.372 -6.106 -1.817 -0.06
C 0.769 -6.825 -2.147 -0.05
C 2.028 -6.252 -2.000 -0.05
C 2.147 -4.960 -1.524 -0.01
C 2.154 1.342 1.654 -0.24
O 0.969 0.813 1.391 -0.29
H -0.244 3.163 4.341 0.10
H 0.712 1.668 4.255 0.11
H -0.551 1.982 3.043 0.07
H 3.578 3.976 3.188 0.14
H 5.625 2.923 2.275 0.12
H 5.457 0.835 0.953 0.13
H 4.074 -0.979 0.067 0.15
H -1.148 -4.252 -1.069 0.11
H -1.347 -6.559 -1.927 0.11
H 0.679 -7.837 -2.516 0.12
H 2.914 -6.818 -2.253 0.12
H 3.120 -4.506 -1.398 0.12
C 0.154 5.161 0.032 0.01
N -0.588 3.916 -0.180 -0.13
C -2.051 3.958 -0.167 0.02
C 0.028 2.774 -0.239 -0.23
O -0.600 1.675 -0.341 -0.16
H -0.283 5.946 -0.580 0.10
H 1.192 5.024 -0.262 0.10
H 0.107 5.442 1.083 0.11
H -2.371 4.993 -0.237 0.10
H -2.432 3.521 0.756 0.11
H -2.442 3.400 -1.016 0.10
H 1.117 2.809 -0.201 0.16
```

***

Entry 4:
The following is a DFT calculation (wB97M-V/def2-TZVPD) of C26H28BN5PReS2 as an isolated structure.

## Properties
* E_HOMO (alpha / beta): -17.41 / -17.43 eV
* multiplicity: 2
* Kohn-Sham gap (alpha / beta): 0.210 / 0.225 Ha
* total charge: +3

The geometry in XYZ format:
```
64
Properties=species:S:1:pos:R:3:lowdin_spin:R:1
Re -0.302 0.596 0.974 0.98
C -0.617 2.751 -3.019 0.00
N 0.661 2.937 -2.306 0.00
C 1.867 3.175 -2.895 0.00
C 2.784 3.277 -1.889 0.00
N 2.133 3.111 -0.698 0.00
B 3.026 3.376 0.629 0.00
N 2.400 2.970 2.043 0.00
C 2.528 3.824 3.109 0.00
C 2.195 3.145 4.240 0.00
N 1.868 1.868 3.855 0.00
C 1.482 0.787 4.780 0.00
C 1.995 1.800 2.517 0.01
S 1.836 0.322 1.547 -0.02
C 0.856 2.880 -0.974 0.01
S -0.443 2.689 0.170 0.00
H -0.416 2.837 -4.082 0.00
H -1.317 3.528 -2.724 0.00
H -1.019 1.764 -2.807 0.00
H 1.980 3.265 -3.962 0.00
H 3.841 3.483 -1.928 0.00
H 4.046 2.756 0.477 0.00
H 3.193 4.561 0.679 0.00
H 2.857 4.840 2.973 0.00
H 2.179 3.452 5.272 0.00
H 1.334 1.228 5.760 0.00
H 2.273 0.044 4.830 0.00
H 0.554 0.322 4.461 0.00
N -2.481 0.518 1.311 0.01
C -3.130 -0.792 1.061 0.00
C -4.383 -1.047 1.573 0.00
C -4.965 -2.286 1.315 0.00
C -4.296 -3.244 0.559 0.00
C -3.033 -2.974 0.056 0.00
C -2.445 -1.727 0.291 0.00
P -0.802 -1.362 -0.295 0.00
C -0.701 -0.895 -2.009 0.01
C -1.831 -0.931 -2.828 0.00
C -1.706 -0.594 -4.171 0.00
C -0.469 -0.221 -4.682 0.00
C 0.656 -0.170 -3.862 0.00
C 0.545 -0.496 -2.520 0.01
C 0.218 -2.734 0.108 0.00
C 0.233 -3.164 1.445 0.00
C 0.967 -4.280 1.793 0.00
C 1.680 -4.968 0.813 0.00
C 1.662 -4.547 -0.511 0.00
C 0.939 -3.420 -0.875 0.00
H -2.754 0.878 2.226 0.01
H -2.880 1.192 0.650 0.00
H -4.908 -0.307 2.166 0.00
H -5.947 -2.504 1.716 0.00
H -4.756 -4.206 0.375 0.00
H -2.502 -3.728 -0.514 0.00
H -2.792 -1.244 -2.437 0.00
H -2.570 -0.643 -4.820 0.00
H -0.377 0.022 -5.733 0.00
H 1.619 0.102 -4.275 0.00
H 1.431 -0.488 -1.892 0.00
H -0.353 -2.652 2.204 0.00
H 0.976 -4.629 2.817 0.00
H 2.251 -5.847 1.086 0.00
H 2.207 -5.100 -1.264 0.00
H 0.925 -3.097 -1.909 0.00
```

***

| no. | total energy (a.u.) |
| --- | --- |
| 1 | -1602.253862 |
| 2 | -2866.250249 |
| 3 | -2489.483639 |
| 4 | -2521.308878 |